{"formula": "C38H51ClOP4SeW", "method": "ωB97M-V/def2-TZVPD", "species": ["P", "C", "C", "H", "C", "H", "C", "H", "C", "H", "C", "H", "C", "C", "H", "C", "H", "C", "H", "C", "H", "C", "H", "C", "C", "H", "C", "H", "C", "H", "C", "H", "C", "H", "W", "C", "C", "H", "C", "O", "H", "C", "H", "C", "Cl", "P", "P", "C", "H", "H", "H", "C", "H", "H", "H", "C", "H", "H", "H", "C", "H", "H", "H", "C", "H", "H", "H", "C", "H", "H", "H", "P", "C", "C", "H", "H", "H", "H", "H", "H", "C", "H", "H", "H", "H", "Se", "C", "C", "C", "C", "C", "C", "H", "H", "H", "H", "H"], "xyz": [[1.48, 1.04, -3.82], [3.03, 1.40, -3.10], [3.87, 0.70, -4.02], [3.43, -0.13, -4.57], [5.15, 1.17, -4.25], [5.74, 0.70, -5.02], [5.61, 2.26, -3.48], [6.62, 2.63, -3.69], [4.84, 2.85, -2.49], [5.25, 3.68, -1.90], [3.53, 2.43, -2.25], [2.90, 2.85, -1.48], [0.98, -0.67, -3.67], [1.68, -1.77, -3.11], [2.47, -1.62, -2.38], [1.37, -3.05, -3.57], [1.92, -3.92, -3.20], [0.38, -3.22, -4.55], [0.18, -4.22, -4.96], [-0.36, -2.13, -5.04], [-1.10, -2.25, -5.82], [-0.11, -0.87, -4.55], [-0.66, 0.01, -4.89], [0.21, 2.27, -3.61], [0.58, 2.91, -4.80], [1.51, 2.57, -5.29], [-0.24, 3.89, -5.34], [0.04, 4.32, -6.28], [-1.39, 4.26, -4.61], [-2.02, 5.04, -5.05], [-1.72, 3.68, -3.39], [-2.62, 4.01, -2.85], [-0.93, 2.66, -2.85], [-1.16, 2.21, -1.89], [-0.11, -0.21, 2.01], [-1.76, -1.40, 1.40], [-2.01, -1.64, 0.06], [-2.38, -1.84, 2.16], [-1.14, -0.94, -0.97], [-1.98, -0.20, -1.80], [-1.51, 0.27, -2.48], [-0.35, -0.11, -0.03], [-0.60, -1.60, -1.50], [0.65, 0.67, 0.56], [1.89, 1.19, 2.84], [-1.43, 1.97, 2.23], [1.62, -2.01, 1.93], [-0.90, 3.03, 3.61], [0.11, 3.41, 3.41], [-0.86, 2.45, 4.55], [-1.59, 3.86, 3.74], [-1.55, 3.14, 0.84], [-2.22, 2.75, 0.06], [-0.55, 3.28, 0.38], [-1.92, 4.11, 1.17], [-3.17, 1.56, 2.58], [-3.22, 0.87, 3.44], [-3.61, 1.05, 1.71], [-3.75, 2.46, 2.80], [2.51, -2.25, 3.50], [1.79, -2.46, 4.31], [3.06, -1.34, 3.75], [3.21, -3.09, 3.42], [0.85, -3.63, 1.61], [0.43, -3.66, 0.59], [0.02, -3.80, 2.32], [1.57, -4.45, 1.71], [2.96, -1.93, 0.71], [3.35, -0.90, 0.66], [2.59, -2.20, -0.29], [3.77, -2.60, 0.97], [-3.37, -2.68, -0.50], [-3.97, -3.65, 0.88], [-2.70, -3.75, -1.80], [-4.35, -2.98, 1.66], [-3.16, -4.26, 1.29], [-4.79, -4.31, 0.55], [-2.32, -3.14, -2.63], [-3.48, -4.43, -2.17], [-1.87, -4.34, -1.38], [-4.67, -1.64, -1.17], [-5.03, -0.96, -0.39], [-5.51, -2.25, -1.53], [-4.25, -1.04, -1.99], [1.51, 1.36, 0.42], [-0.73, -0.93, 4.27], [-0.06, 0.15, 5.75], [-1.00, 0.86, 6.51], [-0.58, 1.49, 7.68], [0.75, 1.38, 8.11], [1.67, 0.66, 7.34], [1.27, 0.05, 6.15], [-2.03, 0.91, 6.18], [-1.29, 2.07, 8.27], [1.07, 1.86, 9.04], [2.71, 0.56, 7.67], [1.98, -0.50, 5.54]], "lowdin_spin": [0.408, 0.056, 0.066, 0.003, -0.003, -0.001, 0.055, 0.002, 0.017, 0.000, 0.029, 0.000, 0.057, 0.038, 0.001, 0.003, 0.000, 0.050, 0.002, -0.006, -0.001, 0.049, 0.001, 0.045, 0.066, 0.021, 0.008, 0.000, 0.013, 0.001, 0.009, 0.000, 0.009, 0.000, 0.668, -0.012, 0.133, -0.004, 0.011, 0.004, 0.001, 0.000, 0.001, 0.032, 0.054, 0.017, 0.018, 0.001, 0.001, 0.000, 0.000, -0.002, 0.000, 0.000, 0.000, 0.012, 0.000, 0.000, 0.002, 0.000, 0.000, 0.000, 0.000, 0.014, 0.000, 0.000, 0.002, -0.002, 0.000, 0.000, 0.000, 0.023, 0.000, 0.005, 0.000, 0.000, 0.000, 0.000, 0.001, 0.000, 0.008, 0.000, 0.001, 0.000, -0.001, 0.013, 0.002, 0.001, 0.000, 0.000, 0.000, 0.000, 0.000, 0.000, 0.000, 0.000, 0.000], "fmax_ev_per_a": 6.8, "molar_mass_g_mol": 945.97, "homo_energy_ev": [-11.678, -11.822], "lumo_energy_ev": [-5.0, -7.5], "spin_multiplicity": 3, "orbital_gap_ev": [6.68, 4.35], "charge": 2}